Record 1
C4H11N2O | wB97M-V/def2-TZVPD

LUMO level	3.60	eV
SMILES	NCNCCC[O-]
HOMO level	-2.32	eV
energy above the lowest of the compared OMol25 structures with the same formula, charge and spin	264.2	kJ/mol
total charge	-1

Last column: natural (NBO) charge in e.
CARTESIAN COORDINATES (ANGSTROEM)
1 O -3.35740 1.59328 -1.02224  -0.9399
2 N 3.09929 0.11032 0.73499  -0.8578
3 N 0.76016 -0.47605 -0.24330  -0.6631
4 C -2.05250 1.35558 -0.74566  -0.0050
5 C -1.72455 -0.18189 -0.82309  -0.4308
6 C 1.66726 -0.38554 0.88207  -0.0427
7 C -0.62491 -0.79588 0.16211  -0.2328
8 H -1.27071 2.02062 -1.27985  0.0749
9 H 3.60801 -0.50215 1.31050  0.3444
10 H -1.78764 1.39141 0.42568  0.0219
11 H -0.68560 -1.90529 -0.07518  0.1673
12 H -2.65251 -0.65699 -0.49622  0.2156
13 H -0.77529 -0.57966 1.22358  0.1681
14 H -1.32715 -0.49746 -1.89548  0.1639
15 H 0.66153 0.51599 -0.75145  0.3559
16 H 1.21050 0.37371 1.63747  0.1518
17 H 1.84370 -1.45942 1.16021  0.1549
18 H 3.40781 0.07942 -0.20414  0.3533

***

Record 2
C41H39CdN9O2SSe | wB97M-V/def2-TZVPD

LUMO level (alpha / beta)	3.75 / 3.75	eV
HOMO level (alpha / beta)	-1.13 / -0.72	eV
energy above the lowest of the compared OMol25 structures with the same formula, charge and spin	427.3	kJ/mol
total charge	-2

Last column: Mulliken charge in e.
CARTESIAN COORDINATES (ANGSTROEM)
1 Cd 0.09222 0.32446 0.69630  1.4399
2 Se -1.96609 2.68445 -1.48930  -0.2200
3 S 2.26819 0.86665 1.79069  -0.5311
4 O 2.07893 -2.72237 -0.30790  -0.0518
5 O 0.87316 -6.00197 -0.55193  -0.6461
6 N -2.89634 1.03142 1.43898  -0.9112
7 N -0.87414 2.12947 1.97612  0.2169
8 N -2.09475 -0.02654 1.16449  0.4919
9 N 2.79624 0.50762 -0.97843  0.0107
10 N 0.26548 -2.89543 -2.27040  -0.4430
11 N 1.62232 0.47015 -1.19924  0.3203
12 N 5.36310 0.78347 -0.62296  0.1402
13 N -0.57090 -2.35539 0.55830  0.1924
14 N 4.53661 0.86231 0.48858  -0.9899
15 C 3.26209 0.68823 0.36775  0.3757
16 C -3.66814 1.76839 -4.12090  -1.9660
17 C -1.04465 5.08108 -4.83800  -1.0853
18 C -1.90229 4.65313 -5.84410  0.7300
19 C 6.63162 -0.84860 -3.65952  -0.4128
20 C -2.61531 -3.62886 0.68102  -0.4023
21 C 1.30784 0.33704 -2.60393  0.2658
22 C 6.44469 0.06301 -2.62786  -0.6390
23 C -4.74427 -2.48918 0.73270  -0.6042
24 C 0.49917 0.08341 -5.24197  -0.7173
25 C -0.28146 -4.15856 2.18906  -0.5101
26 C -0.44603 0.20307 -4.23787  -0.6175
27 C -0.04437 5.00670 -2.55050  -1.4493
28 C 0.05800 -4.30221 -1.92495  -0.6232
29 C -0.92737 4.37948 2.80857  -0.8097
30 C 5.47910 -0.16234 -1.63900  0.8208
31 C -2.72774 2.93775 -4.30969  0.9020
32 C 1.85866 0.08629 -4.92243  -0.7714
33 C -2.69941 -1.16386 0.87080  0.3278
34 C 0.55551 -5.04166 2.79010  -1.0247
35 C -2.98114 3.27063 2.21539  -0.5349
36 C -4.13884 -1.27785 0.81527  -0.7066
37 C 4.73294 -1.34072 -1.69237  -0.4290
38 C -1.01369 4.48274 -3.57473  0.8302
39 C -0.26375 3.24012 2.43001  -0.1751
40 C 4.92956 -2.24139 -2.72708  -0.4231
41 C -2.72094 3.56884 -5.55814  -0.9195
42 C 5.87026 -2.00854 -3.72781  -0.8044
43 C -0.03949 0.31475 -2.91390  -0.3093
44 C -2.22728 2.11022 1.85813  -0.2647
45 C 2.26818 0.22097 -3.60898  -0.1650
46 C -2.33805 4.37650 2.68299  -0.1829
47 C 1.93548 -5.14656 2.34568  -0.2844
48 C 0.84147 -4.81154 -0.71738  0.1287
49 C 2.37524 -4.49178 1.26722  -1.4930
50 C 1.43223 -3.79786 0.33936  1.7466
51 C -1.91638 -2.38501 0.72081  0.6943
52 C -1.95538 5.34487 -7.19024  -1.4187
53 C 0.12356 -3.38258 1.05289  -0.4426
54 C -3.97749 -3.69663 0.67948  -1.1009
55 C -1.88961 3.40665 -3.26245  0.5746
56 H 0.18441 -0.01082 -6.27357  0.4079
57 H 0.23817 -5.56152 3.68746  0.3280
58 H 2.60293 -0.01077 -5.70286  0.4094
59 H 2.64020 -5.70230 2.95875  0.3703
60 H -0.28995 -2.31522 -1.64944  -0.1149
61 H -5.82815 -2.54210 0.68920  0.3298
62 H -4.05423 3.23407 2.07613  0.3850
63 H -0.77664 0.42884 -2.12569  -0.0686
64 H -0.57231 5.37373 -1.66638  0.3019
65 H 0.60486 4.20510 -2.18747  0.1724
66 H -1.25498 6.18410 -7.22449  0.3291
67 H -0.98906 -4.54916 -1.74305  0.2229
68 H 0.56892 5.81077 -2.97477  0.3680
69 H 0.39356 -4.93358 -2.74307  0.4964
70 H 7.37844 -0.64288 -4.41786  0.3447
71 H -1.70035 4.66393 -8.01073  0.2965
72 H 3.99508 -1.55360 -0.93213  0.7733
73 H -3.38960 3.19222 -6.33652  0.2988
74 H -4.46989 -4.65887 0.59173  0.3839
75 H 1.68588 -2.62239 -1.20091  0.3151
76 H -1.23838 -3.92191 2.64428  0.4407
77 H 4.32782 -3.14538 -2.74553  0.3890
78 H -2.95570 5.73917 -7.39833  0.3036
79 H 6.14646 1.39071 -0.51773  0.2079
80 H 3.42663 -4.46063 0.99248  0.2976
81 H -4.70160 -0.35698 0.84997  0.4785
82 H -4.70486 2.10987 -4.02202  0.4152
83 H -1.50330 0.22929 -4.47211  0.3910
84 H 6.00664 -2.71476 -4.53698  0.3894
85 H -2.02967 -4.53702 0.57556  0.4561
86 H -0.02234 -2.69736 -3.21565  0.2566
87 H 7.04317 0.96962 -2.58737  0.3130
88 H -3.62142 1.09338 -4.98582  0.4419
89 H -0.37049 5.91508 -5.03947  0.1544
90 H -2.90789 5.26151 2.95032  0.3415
91 H 0.82063 3.18595 2.48578  0.2634
92 H -0.38276 5.24323 3.17237  0.3578
93 H -3.42506 1.22072 -3.21034  0.2246
94 H 3.31817 0.22450 -3.34776  0.3991

***

Record 3
C4H17NO5 | wB97M-V/def2-TZVPD

LUMO level	0.14	eV
SMILES	CC(=O)N(C)C.O.O.O.O
HOMO level	-9.55	eV
energy above the lowest of the compared OMol25 structures with the same formula, charge and spin	96.6	kJ/mol

Last column: natural (NBO) charge in e.
CARTESIAN COORDINATES (ANGSTROEM)
1 O 1.98639 1.51995 2.39576  -0.9428
2 O 0.94057 2.48427 -1.23776  -0.6220
3 O -0.95077 -3.12906 0.75139  -0.9855
4 O -1.81479 -0.37306 2.47400  -0.9639
5 O 1.36828 -1.63379 1.14354  -0.9854
6 N 0.14072 0.38191 -1.31610  -0.4645
7 C 1.00932 0.05413 -2.43189  -0.4203
8 C -0.92550 2.18503 0.10321  -0.7201
9 C 0.07515 1.69998 -0.90745  0.6825
10 C -1.15364 -0.31802 -1.39764  -0.4192
11 H 1.56383 0.67397 2.23552  0.4682
12 H 1.50490 -0.88395 -2.15226  0.1866
13 H 2.64963 1.67740 1.71853  0.4762
14 H 2.09400 -2.24798 1.17734  0.4997
15 H -1.84614 -1.22298 2.02396  0.4894
16 H -0.20283 -2.57299 1.01694  0.4987
17 H -0.38980 2.57346 0.94790  0.2599
18 H -0.95806 -1.27305 -1.87497  0.2000
19 H -1.68432 -0.47031 -0.46207  0.2225
20 H -1.48532 3.00412 -0.34930  0.2381
21 H 1.74136 0.79070 -2.58194  0.2421
22 H 0.52047 -0.20425 -3.37047  0.1935
23 H -0.95204 -3.28790 -0.19203  0.4709
24 H -1.15877 -0.37439 3.16823  0.4753
25 H -1.68918 1.46559 0.39341  0.2275
26 H -1.86895 0.27207 -1.97711  0.1895
27 H 1.48549 -0.79084 0.70130  0.5032

***

no.,calculated total energy (eV)
1,-9351.752
2,-141400.247
3,-16151.294